1.
Below is C3H4N2 in the gas phase, with properties calculated with ωB97M-V/def2-TZVPD.

Each line ends with the Mulliken charge.
Cartesian coordinates (Å):
N 0.7919 1.0080 -0.3949  -0.573
N 0.2297 0.8705 0.8801  0.123
C -0.6941 -0.0986 0.7705  -0.240
C 0.5690 -0.1129 -1.1114  -0.322
C -0.3526 -0.8101 -0.4570  -0.325
H -0.7400 -1.7182 -0.6918  0.427
H -1.1655 -0.4501 1.7469  0.306
H 0.3149 1.6583 1.2512  0.149
H 1.0467 -0.3470 -1.9937  0.454

Forces on atoms 1 to 3 (eV/Å):
2.697 0.139 0.505
-0.726 -7.440 -9.338
0.783 -2.856 1.044

As for the SMILES: c1cn[nH]c1. For the energy above the lowest of the compared OMol25 structures with the same formula, charge and spin, the calculation gives 54.3 kcal per mole. The HOMO energy comes out at -8.93 eV. Its LUMO energy is 1.116 eV. The value obtained for the HOMO-LUMO gap is 10.0 eV.

***

2.
Below is C10H15BiClI2N2O2P as an isolated structure, with properties calculated with ωB97M-V/def2-TZVPD.

Each line ends with the Mulliken charge.
Cartesian coordinates (Å):
Bi 0.6687 -1.1917 -0.8854  1.225
I 2.2867 -3.2272 -1.9720  0.070
I 4.0272 1.4597 -2.0410  0.256
Cl -1.8447 -0.8448 -0.3824  -0.354
P -0.6116 -0.3187 -3.2540  0.489
O 0.9470 2.1970 -1.0759  -0.131
O -1.2236 -2.1483 4.6973  -0.586
N 0.8978 -0.2540 1.6754  -0.255
N -0.8030 -0.5311 6.2083  -0.301
C 1.4028 1.5475 3.1853  -0.928
C 0.7251 -0.1137 -4.4778  -0.944
C -1.5527 1.2401 -3.1320  -1.045
C 1.3567 1.1234 -1.2864  -0.024
C -0.7374 -1.0628 4.9654  0.507
C 0.1299 -0.8189 2.6457  -0.136
C 0.5992 0.9846 4.1675  -0.248
C -1.8518 -1.3175 -4.1058  -1.132
C 1.5705 0.8865 1.9615  -0.085
C 0.0196 -0.2775 3.9447  0.240
H -0.8993 2.1210 -3.1136  0.392
H -2.7068 -1.4631 -3.4368  0.343
H 2.2493 1.2684 1.2116  0.487
H -2.1259 1.2116 -2.1997  0.373
H -1.4490 -2.2875 -4.3853  0.399
H -2.2484 1.2718 -3.9823  0.400
H 0.2480 -0.0263 -5.4645  0.380
H 1.3336 0.7810 -4.2493  0.297
H -0.3808 -1.7369 2.3348  0.458
H -2.1685 -0.7473 -4.9834  0.439
H 0.4371 1.4947 5.1053  0.357
H -1.2995 -0.9938 6.9363  0.242
H 1.9330 2.4970 3.3456  0.370
H 1.3708 -1.0073 -4.4467  0.313
H -0.3003 0.2842 6.4895  0.131

Forces on atoms 1 to 3 (eV/Å):
-2.469 0.554 0.434
0.265 -0.337 -0.143
0.340 -0.004 -0.111

As for the net charge: +2. For the energy above the lowest of the compared OMol25 structures with the same formula, charge and spin, the calculation gives 44.1 kcal per mole. The HOMO energy (alpha / beta) comes out at -15.00 / -15.01 eV. Its LUMO energy (alpha / beta) is -10.929 / -9.981 eV. The value obtained for the HOMO-LUMO gap (alpha / beta) is 4.1 / 5.0 eV.

***

3.
Below is C23H21BrClNPTi as an isolated structure, with properties calculated with ωB97M-V/def2-TZVPD.

Each line ends with the Mulliken charge.
Cartesian coordinates (Å):
Br 1.7290 -4.6312 4.1554  -0.076
Ti 1.1377 -0.8701 1.4557  -0.991
Cl 1.9295 0.7052 2.7913  -0.342
P 0.0654 0.5320 -0.1596  1.786
N -0.3950 -1.5643 2.4198  -0.052
C 3.1775 0.6502 -2.8161  -0.767
C 1.6574 0.1041 -1.0224  0.433
C -0.4179 5.0597 -0.9770  -0.508
C -3.7318 -0.6885 -1.0217  -0.794
C 4.2138 -0.0183 -2.1452  -0.591
C -1.2415 2.8023 -1.2309  -0.290
C 2.6884 -0.6564 -0.4011  0.080
C -2.6440 -0.0437 -0.4398  -0.360
C -1.7174 -2.2123 4.2654  -0.792
C -1.1801 -1.0703 -2.0895  -0.323
C 0.4973 -2.6031 2.6547  0.381
C -1.5161 -1.4075 3.1479  -0.012
C 0.7037 3.2312 0.1681  -0.346
C 1.8947 0.7046 -2.2646  -0.242
C -0.7771 -3.2059 4.5984  0.036
C -0.1997 2.3215 -0.4114  0.496
C 3.9610 -0.6985 -0.9663  -0.653
C -1.3656 -0.2101 -1.0001  0.291
C -1.3484 4.1610 -1.5140  -0.674
C 0.3393 -3.3864 3.7910  -0.273
C -3.5634 -1.5138 -2.1388  -0.560
C -2.2858 -1.6957 -2.6668  -0.720
C 0.6030 4.5869 -0.1442  -0.645
H -4.7206 -0.5559 -0.5909  0.442
H -2.6108 -2.0620 4.8592  0.433
H 5.2186 -0.0407 -2.5616  0.435
H 3.3676 1.1376 -3.7708  0.433
H 0.9338 -2.1577 0.0609  0.118
H -2.7700 0.5769 0.4538  0.652
H 0.2217 -2.0346 0.4397  0.342
H -0.4761 6.1210 -1.2089  0.408
H 1.4591 2.8496 0.8566  0.207
H -0.1776 -1.2238 -2.4838  0.371
H -2.1446 -2.3258 -3.5371  0.449
H -2.1467 4.5230 -2.1606  0.429
H 1.3282 5.2744 0.2875  0.418
H 1.3404 -2.7941 1.9247  0.314
H 1.0907 1.2517 -2.7618  0.520
H -1.9697 2.1159 -1.6612  0.304
H -4.4163 -2.0312 -2.5708  0.434
H 4.7383 -1.2773 -0.4551  0.463
H 2.5869 -1.2946 0.5375  0.393
H -2.1910 -0.6156 2.8131  0.451
H -0.8758 -3.8194 5.4914  0.491

Forces on atoms 1 to 3 (eV/Å):
-0.674 0.294 0.021
1.350 3.933 2.154
0.077 -0.455 -0.337

Its multiplicity is 2. As for the net charge: +2. For the energy above the lowest of the compared OMol25 structures with the same formula, charge and spin, the calculation gives 8.9 kcal per mole. The HOMO energy (alpha / beta) comes out at -14.68 / -14.68 eV. Its LUMO energy (alpha / beta) is -7.870 / -7.795 eV. The value obtained for the HOMO-LUMO gap (alpha / beta) is 6.8 / 6.9 eV.

***

Q: Which value of energy above the lowest of the compared OMol25 structures with the same formula, charge and spin does entry 2 give?
A: 44.1 kcal per mole